ORCA calculation (wB97M-V/def2-TZVPD) on a molecular structure, C29H25FN9O3Ru.

Geometry (Å):
Ru 0.199 0.538 -0.608
C 2.890 0.097 1.345
N 2.264 0.874 0.262
C 3.152 1.085 -0.885
C 2.627 0.373 -2.090
N 1.619 -0.465 -2.076
C 1.385 -0.783 -3.423
C 0.447 -1.618 -4.024
C 0.475 -1.733 -5.400
C 1.420 -1.054 -6.179
C 2.372 -0.240 -5.597
C 2.325 -0.121 -4.216
N 3.116 0.593 -3.325
C 2.106 -1.031 1.939
N 1.635 -2.068 1.310
C 1.042 -2.847 2.295
C 0.344 -4.050 2.188
C -0.170 -4.604 3.344
C 0.006 -3.989 4.594
C 0.696 -2.798 4.722
C 1.196 -2.242 3.549
N 1.893 -1.079 3.289
H 3.187 0.776 2.149
H 3.807 -0.353 0.962
H 1.876 1.758 0.626
H 4.148 0.695 -0.660
H 3.256 2.145 -1.111
H -0.284 -2.159 -3.447
H -0.256 -2.365 -5.887
H 1.405 -1.171 -7.254
H 3.109 0.286 -6.189
H 3.803 1.286 -3.563
H 0.209 -4.530 1.228
H -0.717 -5.535 3.288
H -0.404 -4.462 5.477
H 0.835 -2.326 5.686
H 2.150 -0.366 3.950
N -0.769 -2.387 -1.042
C -1.639 -1.493 -1.572
O -1.428 -0.228 -1.478
C -2.783 -1.968 -2.232
C -3.714 -1.069 -2.811
N -4.470 -0.342 -3.288
C -2.985 -3.366 -2.287
N -3.074 -4.518 -2.249
H -0.957 -3.369 -1.155
H 0.081 -2.109 -0.570
C -2.008 -0.632 3.340
C -1.200 -0.433 2.149
N -0.584 -0.256 1.205
H -3.047 -0.773 3.046
H -1.932 0.247 3.978
H -1.658 -1.514 3.876
O -1.072 1.953 -0.007
C -0.576 2.852 0.764
O 0.550 2.798 1.282
C -1.474 4.021 1.028
C -0.928 5.201 1.518
C -1.746 6.291 1.768
C -3.114 6.197 1.544
C -3.661 5.017 1.059
C -2.842 3.930 0.792
H 0.138 5.248 1.696
H -1.320 7.215 2.137
H -3.754 7.048 1.742
H -4.726 4.947 0.877
H -3.248 3.015 0.384
F 0.780 1.961 -1.760

<S²>: 0.754
E_tot in eV: -55333.53572
Frontier orbital gap (alpha / beta) in Ha: 0.2791 / 0.2466
Highest occupied orbital energy (alpha / beta) in eV: -7.58 / -7.57
Net charge: 0
2S+1: 2
LUMO (alpha / beta) in eV: 0.0 / -0.9
Relative energy (zero: lowest compared OMol25 entry of this formula, charge and spin) in kJ/mol: 170.5